{"formula": "C38H30BClF2NNiOP", "method": "wB97M-V/def2-TZVPD", "homo_ev": -0.3, "charge": -2, "relative_energy_kj_mol": 58.0, "symbols": ["Ni", "O", "C", "C", "C", "C", "C", "C", "C", "P", "C", "C", "C", "C", "C", "C", "C", "C", "C", "C", "C", "C", "H", "H", "H", "H", "H", "H", "H", "H", "H", "H", "H", "H", "H", "H", "F", "B", "F", "Cl", "C", "C", "C", "C", "C", "C", "C", "H", "H", "H", "H", "H", "H", "C", "C", "C", "C", "C", "C", "N", "C", "C", "C", "C", "C", "C", "H", "H", "H", "H", "H", "H", "H", "H", "H", "H"], "xyz": [[-1.088, 0.766, 0.179], [-2.325, 1.601, 2.788], [-1.777, 0.759, 2.070], [-1.685, -0.660, 2.693], [-1.725, -0.892, 4.064], [-1.568, -2.176, 4.559], [-1.396, -3.247, 3.681], [-1.375, -3.022, 2.312], [-1.500, -1.725, 1.822], [-1.481, -1.214, 0.036], [-3.008, -2.123, -0.474], [-4.207, -1.414, -0.402], [-5.418, -2.039, -0.661], [-5.454, -3.384, -1.003], [-4.268, -4.101, -1.077], [-3.058, -3.475, -0.808], [-0.138, -2.258, -0.644], [-0.153, -2.723, -1.958], [0.975, -3.305, -2.519], [2.144, -3.414, -1.779], [2.176, -2.934, -0.477], [1.047, -2.360, 0.086], [-1.874, -0.038, 4.718], [-1.576, -2.356, 5.629], [-1.270, -4.252, 4.069], [-1.241, -3.854, 1.627], [-4.170, -0.361, -0.151], [-6.338, -1.469, -0.602], [-6.400, -3.871, -1.211], [-4.283, -5.154, -1.337], [-2.141, -4.050, -0.859], [-1.046, -2.597, -2.560], [0.948, -3.649, -3.547], [3.035, -3.841, -2.225], [3.095, -2.979, 0.098], [1.094, -1.947, 1.087], [-3.191, 0.901, -1.847], [-1.815, 1.156, -1.678], [-1.185, 0.886, -2.893], [3.376, 5.779, -2.541], [1.933, 4.878, -2.098], [1.172, 4.288, -3.087], [0.042, 3.564, -2.726], [-0.338, 3.421, -1.393], [-1.552, 2.637, -0.990], [0.465, 4.027, -0.425], [1.595, 4.755, -0.763], [1.472, 4.367, -4.123], [-0.534, 3.065, -3.494], [-2.463, 3.185, -1.254], [-1.610, 2.606, 0.127], [0.216, 3.893, 0.620], [2.219, 5.197, 0.002], [2.655, 1.098, 4.213], [3.273, 0.374, 3.198], [2.773, 0.381, 1.908], [1.615, 1.118, 1.556], [1.009, 1.846, 2.601], [1.515, 1.829, 3.890], [1.060, 1.082, 0.296], [1.935, 1.051, -0.768], [3.180, 1.725, -0.765], [4.001, 1.747, -1.879], [3.636, 1.100, -3.055], [2.416, 0.430, -3.078], [1.589, 0.406, -1.971], [3.040, 1.082, 5.225], [4.155, -0.220, 3.418], [3.267, -0.200, 1.137], [0.104, 2.397, 2.388], [0.998, 2.394, 4.659], [3.484, 2.259, 0.127], [4.934, 2.303, -1.834], [4.278, 1.127, -3.929], [2.093, -0.082, -3.979], [0.635, -0.093, -2.015]], "forces_ev_per_angstrom": [[-0.097, 0.058, 0.026], [-0.006, -0.002, 0.012], [0.047, -0.032, -0.044], [-0.005, -0.014, -0.003], [-0.004, 0.026, -0.005], [-0.003, -0.013, -0.002], [0.006, 0.004, -0.009], [0.002, 0.022, 0.022], [0.002, -0.003, -0.045], [0.006, 0.003, 0.030], [-0.024, 0.041, 0.006], [0.014, -0.012, -0.003], [0.005, 0.000, 0.006], [-0.005, -0.003, -0.003], [0.004, -0.001, 0.003], [0.022, -0.010, -0.009], [0.014, 0.011, 0.016], [-0.001, -0.009, 0.001], [-0.002, 0.000, 0.004], [-0.002, 0.003, -0.008], [0.012, 0.004, 0.003], [-0.009, -0.013, -0.007], [-0.001, -0.007, 0.006], [0.004, 0.000, 0.001], [-0.003, -0.001, 0.002], [-0.007, -0.006, 0.001], [-0.003, 0.000, 0.001], [0.000, 0.001, 0.000], [0.000, 0.002, -0.002], [-0.001, 0.000, 0.000], [-0.009, 0.002, 0.004], [0.000, 0.007, 0.000], [0.000, 0.002, -0.001], [-0.001, -0.003, 0.001], [0.000, -0.001, 0.000], [0.003, 0.000, 0.000], [0.012, 0.007, -0.001], [0.041, 0.025, 0.056], [-0.020, 0.012, -0.003], [0.001, 0.000, -0.001], [0.004, -0.004, -0.004], [0.010, 0.008, 0.004], [-0.017, -0.022, -0.022], [0.016, 0.023, 0.084], [-0.025, -0.090, -0.116], [0.006, -0.005, -0.003], [-0.015, -0.004, -0.002], [0.002, 0.001, -0.001], [-0.002, 0.002, 0.009], [-0.018, -0.014, 0.023], [0.031, 0.021, -0.032], [0.002, 0.000, 0.002], [0.000, 0.000, 0.000], [0.008, -0.004, 0.000], [-0.004, 0.001, 0.005], [-0.008, 0.003, -0.009], [-0.011, 0.001, 0.011], [0.021, 0.005, 0.015], [-0.013, 0.003, -0.002], [0.006, -0.039, -0.028], [0.003, -0.001, 0.011], [0.012, 0.010, -0.010], [-0.001, 0.006, 0.006], [-0.002, -0.006, 0.000], [0.005, 0.000, 0.000], [-0.013, 0.012, 0.019], [0.000, 0.000, 0.000], [0.001, -0.001, -0.002], [0.003, -0.002, 0.002], [0.002, 0.001, -0.005], [0.001, 0.000, 0.000], [-0.004, -0.003, 0.003], [0.001, -0.001, -0.002], [-0.001, 0.000, -0.001], [-0.001, 0.001, -0.002], [0.012, 0.005, -0.011]], "lowdin_charge": [0.051, -0.097, -0.335, -0.199, -0.046, -0.109, -0.114, -0.096, -0.272, 1.038, -0.287, -0.080, -0.093, -0.123, -0.110, -0.103, -0.331, -0.112, -0.104, -0.112, -0.088, -0.090, 0.102, 0.084, 0.083, 0.098, 0.101, 0.094, 0.085, 0.088, 0.092, 0.109, 0.091, 0.088, 0.096, 0.104, 0.043, -0.822, 0.068, 0.576, -0.682, -0.116, -0.025, -0.223, -0.079, -0.038, -0.120, 0.094, 0.113, 0.117, 0.088, 0.105, 0.099, -0.155, -0.133, -0.065, -0.299, -0.052, -0.118, 0.055, -0.289, -0.058, -0.132, -0.149, -0.109, -0.039, 0.071, 0.082, 0.100, 0.076, 0.090, 0.106, 0.085, 0.071, 0.092, 0.071]}



{"formula": "C38H30BiN9O4S2", "method": "wB97M-V/def2-TZVPD", "homo_ev": -7.1, "relative_energy_kj_mol": 0.0, "symbols": ["Bi", "C", "S", "C", "S", "N", "N", "C", "C", "C", "C", "C", "C", "N", "H", "H", "H", "H", "H", "H", "H", "H", "C", "C", "N", "C", "C", "C", "C", "C", "C", "C", "N", "C", "C", "C", "C", "C", "C", "C", "C", "N", "C", "H", "H", "H", "H", "H", "H", "H", "H", "H", "H", "H", "H", "O", "C", "C", "C", "C", "C", "C", "C", "O", "N", "O", "O", "H", "H", "H", "H", "N", "C", "C", "C", "N", "C", "C", "H", "H", "H", "H", "H", "H"], "xyz": [[0.114, 0.094, 0.140], [-1.102, 2.286, 5.689], [-0.262, 3.185, 4.355], [-0.759, 2.102, 3.019], [-0.018, 0.526, 2.945], [-1.687, 2.557, 2.267], [-2.138, 1.856, 1.223], [-3.380, 1.605, 1.139], [-3.933, 0.849, 0.002], [-5.315, 0.780, -0.164], [-5.838, 0.016, -1.193], [-4.970, -0.648, -2.044], [-3.608, -0.513, -1.820], [-3.099, 0.198, -0.819], [-0.818, 2.761, 6.625], [-0.778, 1.247, 5.682], [-2.179, 2.358, 5.544], [-4.077, 1.925, 1.917], [-5.962, 1.329, 0.509], [-6.909, -0.057, -1.330], [-5.337, -1.259, -2.857], [-2.887, -1.004, -2.466], [-3.681, -2.089, 2.024], [-2.514, -1.323, 1.874], [-1.657, -1.520, 0.897], [-1.888, -2.510, -0.009], [-3.060, -3.305, 0.047], [-3.954, -3.066, 1.112], [-3.305, -4.272, -0.950], [-2.401, -4.419, -1.965], [-1.226, -3.656, -2.020], [-0.918, -2.708, -1.049], [0.178, -1.886, -1.055], [1.345, -2.198, -1.728], [1.779, -3.484, -2.001], [2.943, -3.729, -2.750], [3.716, -2.707, -3.223], [3.371, -1.380, -2.889], [4.157, -0.267, -3.262], [3.803, 0.987, -2.858], [2.646, 1.144, -2.077], [1.879, 0.136, -1.739], [2.207, -1.124, -2.126], [-4.349, -1.885, 2.850], [-2.267, -0.542, 2.580], [-4.849, -3.672, 1.191], [-4.209, -4.868, -0.905], [-2.592, -5.139, -2.752], [-0.556, -3.786, -2.858], [1.215, -4.324, -1.621], [3.221, -4.755, -2.962], [4.598, -2.896, -3.822], [5.046, -0.438, -3.859], [4.397, 1.852, -3.120], [2.351, 2.120, -1.717], [2.144, 1.740, 0.805], [2.846, 1.523, 1.786], [3.144, 0.252, 2.407], [3.963, 0.293, 3.534], [4.364, -0.862, 4.158], [4.004, -2.111, 3.629], [3.199, -2.174, 2.528], [2.678, -1.005, 1.908], [1.860, -1.156, 0.922], [5.181, -0.791, 5.355], [5.457, -1.837, 5.920], [5.550, 0.307, 5.741], [3.360, 2.374, 2.267], [4.286, 1.246, 3.934], [4.376, -3.006, 4.106], [2.904, -3.125, 2.103], [0.537, 5.960, -4.164], [0.191, 4.966, -3.278], [0.845, 4.822, -2.052], [0.502, 3.766, -1.229], [-0.431, 2.858, -1.529], [-1.060, 3.011, -2.695], [-0.794, 4.026, -3.594], [1.084, 6.729, -3.819], [-0.119, 6.189, -4.888], [1.612, 5.528, -1.756], [0.997, 3.633, -0.271], [-1.828, 2.277, -2.919], [-1.336, 4.086, -4.530]], "forces_ev_per_angstrom": [[0.184, -0.226, 0.288], [0.133, 0.066, -0.221], [0.013, 0.054, 0.014], [-0.123, -0.481, -0.193], [-0.059, 0.064, 0.135], [-0.374, 1.204, 0.792], [0.387, -1.077, -0.779], [0.109, 0.232, 0.119], [-0.102, -0.302, -0.266], [0.042, 0.110, 0.124], [-0.014, 0.010, -0.026], [-0.099, 0.009, 0.011], [0.064, 0.160, 0.096], [0.195, 0.308, -0.133], [-0.012, -0.020, -0.010], [-0.018, -0.008, 0.082], [-0.005, -0.042, 0.082], [0.013, 0.098, -0.031], [-0.004, -0.055, -0.001], [0.002, 0.006, 0.000], [0.039, 0.003, -0.002], [-0.022, -0.070, 0.023], [-0.112, -0.036, -0.025], [0.221, -0.198, -0.083], [-0.021, -0.288, 0.180], [-0.105, -0.122, 0.101], [0.245, 0.181, -0.004], [-0.019, 0.033, 0.019], [-0.065, -0.093, -0.056], [-0.102, -0.041, 0.014], [0.064, 0.174, 0.071], [-0.044, -0.041, -0.254], [-0.084, 0.346, -0.018], [-0.111, -0.237, 0.010], [-0.024, 0.127, 0.055], [0.074, -0.015, -0.073], [0.046, -0.083, -0.002], [-0.142, 0.084, 0.121], [-0.032, -0.049, 0.034], [0.083, 0.015, -0.103], [-0.083, -0.123, -0.005], [-0.012, -0.004, -0.023], [0.094, -0.022, -0.167], [0.032, -0.004, 0.000], [0.052, -0.016, -0.019], [-0.001, 0.026, -0.008], [0.036, 0.007, 0.015], [0.027, 0.021, 0.011], [-0.001, -0.034, 0.015], [-0.030, 0.004, -0.052], [-0.014, 0.027, 0.033], [-0.007, 0.009, 0.033], [0.009, 0.041, 0.019], [-0.031, -0.003, 0.014], [0.014, 0.003, -0.002], [-0.078, -0.078, 0.056], [0.070, 0.098, 0.021], [-0.085, -0.205, -0.184], [0.140, 0.096, 0.133], [-0.132, -0.073, -0.230], [0.086, 0.070, 0.143], [-0.139, -0.026, -0.096], [0.198, 0.076, 0.054], [-0.346, 0.415, 0.039], [0.195, 0.040, 0.220], [-0.050, 0.095, -0.120], [-0.099, -0.137, -0.102], [-0.056, 0.034, -0.036], [-0.011, 0.005, -0.017], [-0.037, -0.010, 0.005], [-0.006, 0.018, 0.039], [0.022, -0.104, 0.061], [0.002, -0.020, -0.086], [0.005, 0.024, -0.028], [-0.130, 0.059, 0.055], [0.151, -0.143, 0.049], [-0.004, -0.001, 0.029], [0.014, -0.002, 0.053], [-0.033, 0.036, 0.017], [-0.017, 0.038, -0.025], [-0.018, -0.046, 0.044], [0.016, 0.025, -0.062], [0.035, -0.009, -0.014], [0.002, -0.004, 0.025]], "lowdin_charge": [1.829, -0.411, 0.772, -1.081, 0.550, -0.076, -0.045, -0.105, -0.270, -0.024, -0.062, -0.053, -0.130, 0.108, 0.028, 0.013, 0.032, 0.127, 0.112, 0.108, 0.106, 0.114, -0.034, -0.172, -0.018, -0.181, -0.168, -0.001, -0.060, -0.082, -0.035, -0.246, -0.098, -0.240, -0.028, -0.075, -0.053, -0.153, -0.004, -0.037, -0.123, 0.008, -0.164, 0.110, 0.042, 0.120, 0.108, 0.105, 0.105, 0.111, 0.106, 0.108, 0.119, 0.106, 0.084, -0.130, -0.219, -0.167, 0.048, -0.154, 0.013, 0.016, -0.365, -0.239, -0.362, 0.060, 0.060, 0.137, 0.129, 0.120, 0.121, 0.111, -0.327, -0.020, -0.175, 0.019, -0.151, -0.024, 0.094, 0.093, 0.110, 0.096, 0.100, 0.107]}



{"formula": "C38H30CoN4P", "method": "wB97M-V/def2-TZVPD", "homo_ev": [-4.6, -4.6], "charge": -1, "s_squared": 0.77, "relative_energy_kj_mol": 0.0, "spin_multiplicity": 2, "symbols": ["Co", "C", "C", "C", "C", "C", "C", "C", "C", "C", "C", "C", "C", "C", "C", "C", "N", "H", "H", "H", "H", "H", "H", "H", "H", "H", "H", "C", "C", "C", "C", "C", "C", "C", "P", "C", "C", "C", "C", "C", "C", "C", "C", "C", "C", "C", "C", "C", "C", "H", "H", "H", "H", "H", "H", "H", "H", "H", "H", "H", "H", "H", "H", "H", "H", "H", "H", "H", "H", "N", "C", "N", "C", "N"], "xyz": [[-0.084, 0.112, 1.428], [-0.003, 0.704, 5.627], [-0.838, -0.320, 6.067], [-1.452, -1.137, 5.135], [-1.230, -0.931, 3.770], [-0.390, 0.094, 3.302], [0.212, 0.901, 4.272], [-1.905, -1.730, 2.734], [-2.667, -2.893, 3.044], [-3.321, -3.561, 2.062], [-3.293, -3.055, 0.740], [-4.015, -3.642, -0.322], [-4.004, -3.075, -1.567], [-3.278, -1.888, -1.788], [-2.555, -1.314, -0.779], [-2.522, -1.896, 0.506], [-1.781, -1.298, 1.488], [0.483, 1.347, 6.353], [-1.007, -0.473, 7.126], [-2.110, -1.923, 5.485], [0.873, 1.703, 3.958], [-2.694, -3.249, 4.063], [-3.884, -4.463, 2.275], [-4.586, -4.542, -0.125], [-4.561, -3.524, -2.379], [-3.293, -1.423, -2.766], [-2.019, -0.389, -0.933], [1.667, 1.407, -3.782], [1.221, 0.000, -3.482], [1.331, -0.959, -4.487], [1.015, -2.290, -4.262], [0.588, -2.694, -3.007], [0.468, -1.752, -1.998], [0.756, -0.406, -2.222], [0.529, 0.677, -0.761], [2.035, 1.716, -0.719], [1.903, 3.096, -0.573], [3.015, 3.904, -0.395], [4.276, 3.330, -0.347], [4.416, 1.960, -0.500], [3.312, 1.134, -0.702], [3.548, -0.333, -0.943], [-0.865, 1.772, -1.169], [-1.466, 1.923, -2.414], [-2.693, 2.562, -2.528], [-3.316, 3.041, -1.382], [-2.718, 2.899, -0.140], [-1.479, 2.264, 0.003], [-0.827, 2.011, 1.307], [1.603, 1.605, -4.853], [2.706, 1.550, -3.473], [1.081, 2.157, -3.254], [1.681, -0.650, -5.466], [1.114, -3.010, -5.065], [0.353, -3.732, -2.809], [0.160, -2.057, -1.005], [0.915, 3.543, -0.595], [2.890, 4.974, -0.280], [5.152, 3.946, -0.184], [5.396, 1.501, -0.439], [4.519, -0.626, -0.543], [3.537, -0.548, -2.016], [2.784, -0.954, -0.479], [-1.005, 1.492, -3.295], [-3.169, 2.660, -3.496], [-4.284, 3.524, -1.457], [-3.219, 3.268, 0.748], [-1.476, 2.287, 2.139], [0.097, 2.600, 1.402], [1.520, -1.147, 1.738], [2.563, -1.417, 2.178], [3.701, -1.761, 2.694], [4.794, -1.429, 2.032], [5.797, -1.169, 1.508]], "forces_ev_per_angstrom": [[0.690, 0.227, -0.238], [0.007, 0.006, -0.007], [-0.003, -0.007, 0.002], [0.003, 0.005, 0.005], [0.017, 0.031, 0.002], [-0.054, -0.059, 0.120], [0.017, 0.022, -0.012], [0.026, 0.046, -0.081], [-0.019, -0.038, -0.006], [0.019, 0.016, 0.015], [0.009, 0.021, 0.009], [-0.004, 0.006, -0.039], [-0.030, -0.054, 0.024], [0.038, 0.044, 0.012], [0.009, -0.002, -0.053], [0.015, -0.043, 0.032], [-0.108, -0.080, 0.094], [0.004, 0.003, -0.003], [-0.009, -0.007, -0.001], [-0.009, -0.002, 0.002], [0.003, 0.005, 0.011], [-0.010, -0.014, 0.000], [-0.001, -0.002, 0.010], [-0.006, -0.001, -0.013], [-0.006, -0.012, 0.010], [0.010, 0.013, 0.006], [0.017, 0.013, -0.011], [0.015, 0.014, -0.010], [-0.022, 0.009, 0.006], [-0.007, 0.007, 0.006], [0.007, -0.010, -0.005], [-0.003, -0.009, 0.000], [-0.042, 0.015, 0.000], [-0.012, 0.025, -0.031], [-0.090, -0.105, 0.144], [0.012, 0.009, 0.011], [-0.023, -0.008, 0.011], [0.005, 0.007, -0.001], [0.020, 0.021, -0.001], [-0.060, -0.010, 0.001], [0.021, 0.012, -0.017], [0.086, 0.022, -0.006], [-0.029, 0.006, 0.020], [0.013, -0.003, 0.026], [-0.011, 0.001, -0.002], [-0.005, 0.003, -0.006], [0.018, 0.005, -0.003], [0.012, -0.010, -0.070], [-0.068, -0.160, 0.073], [0.000, -0.002, -0.001], [0.001, -0.001, -0.004], [-0.001, 0.000, -0.004], [0.004, 0.000, -0.002], [-0.001, -0.003, 0.000], [0.003, -0.003, -0.004], [-0.007, 0.003, 0.009], [0.019, -0.008, -0.015], [0.010, 0.001, 0.002], [0.000, 0.003, 0.004], [0.012, 0.005, -0.017], [-0.067, 0.003, -0.013], [-0.015, -0.010, 0.018], [0.006, -0.013, 0.035], [-0.011, 0.000, -0.007], [0.000, 0.002, 0.000], [-0.001, -0.002, -0.005], [-0.001, -0.001, 0.003], [-0.019, 0.015, -0.019], [-0.036, 0.019, 0.005], [-0.496, 0.015, 0.030], [0.064, 0.016, -0.126], [0.001, 0.025, -0.064], [0.030, -0.019, 0.100], [0.041, -0.017, 0.038]], "mulliken_spin": [1.203, 0.000, 0.000, -0.001, -0.055, -0.014, -0.044, 0.010, 0.007, -0.007, 0.003, -0.002, 0.002, -0.001, -0.012, 0.002, 0.016, 0.000, 0.000, 0.000, 0.002, 0.000, -0.001, 0.000, 0.000, 0.000, 0.006, -0.001, -0.004, 0.001, 0.000, -0.001, -0.001, -0.008, 0.062, -0.071, 0.011, -0.001, 0.002, 0.002, -0.010, -0.005, -0.009, 0.009, -0.004, 0.003, -0.002, -0.035, -0.030, 0.000, 0.000, 0.000, 0.000, 0.000, 0.000, 0.002, -0.001, 0.000, 0.000, 0.000, 0.000, 0.000, 0.002, -0.001, 0.000, 0.000, 0.000, 0.005, -0.019, -0.005, -0.008, 0.000, 0.000, 0.000]}